152
Properties=species:S:1:pos:R:3:forces:R:3:lowdin_spin:R:1 method="wB97M-V/def2-TZVPD" multiplicity=2 charge=-2 relative_energy_kcal_mol=43.1 lumo_ev="3.4 / 3.4" e_tot_ha=-5847.3956
Rb -0.91494 -0.11393 -0.01396 1.055 -1.444 -0.583 0.00
C 0.67516 -3.40766 3.27082 0.029 0.105 -0.093 0.00
C 2.13224 -3.11768 3.62222 0.055 0.002 -0.063 0.00
C 2.74987 -1.99209 2.80426 -0.119 0.013 -0.051 0.00
Sb 2.32997 -2.13147 0.67761 0.538 -0.455 0.325 0.00
C 3.40608 -4.07218 0.65114 -0.194 0.091 -0.052 0.00
C 2.80820 -5.20745 0.10871 -0.052 0.110 0.013 0.00
C 3.46506 -6.43340 0.08583 -0.009 -0.091 -0.003 0.00
C 4.74148 -6.54460 0.61480 -0.007 -0.032 -0.009 0.00
C 5.35476 -5.42473 1.16471 0.019 -0.001 0.017 0.00
C 4.69122 -4.20674 1.17804 0.000 -0.041 0.032 0.00
C 4.19067 -1.22091 0.07726 -0.168 0.120 -0.105 0.00
C 4.66661 -0.04396 0.64821 -0.074 0.018 0.058 0.00
C 5.83498 0.54580 0.17490 0.050 0.014 0.006 0.00
C 6.54115 -0.03514 -0.86813 0.048 0.011 -0.058 0.00
C 6.08006 -1.21686 -1.43667 -0.007 0.055 -0.039 0.00
C 4.91425 -1.79914 -0.96557 -0.094 0.037 -0.048 0.00
Sb -0.58722 -1.63146 2.97917 -0.238 -0.646 1.092 0.00
C -0.02536 -0.71889 4.86154 0.054 0.040 -0.256 0.00
C 0.05522 0.66734 4.95993 0.019 -0.078 -0.072 0.00
C 0.38335 1.26800 6.16886 0.027 0.102 0.072 0.00
C 0.64078 0.49307 7.28969 -0.023 0.025 -0.034 0.00
C 0.55469 -0.89071 7.20292 0.014 -0.035 0.034 0.00
C 0.21772 -1.48764 5.99711 -0.031 0.026 0.017 0.00
C -2.25326 -2.58946 3.99803 0.000 0.118 -0.203 0.00
C -3.06956 -1.82784 4.83167 0.073 -0.016 -0.057 0.00
C -4.17254 -2.39016 5.45731 -0.045 -0.004 0.038 0.00
C -4.48244 -3.72643 5.24540 -0.018 -0.016 0.007 0.00
C -3.69550 -4.48824 4.39396 -0.033 -0.080 0.027 0.00
C -2.59283 -3.92011 3.77158 0.063 0.057 0.014 0.00
H 0.22659 -4.05929 4.02366 -0.138 0.061 -0.041 0.00
H 0.63108 -3.93765 2.31257 -0.054 -0.059 0.032 0.00
H 2.71412 -4.03740 3.48484 -0.006 0.011 0.045 0.00
H 2.20434 -2.84517 4.68021 0.001 -0.068 0.017 0.00
H 3.83278 -1.96001 2.94116 0.008 0.035 -0.057 0.00
H 2.35271 -1.02744 3.11926 0.073 0.087 -0.036 0.00
H 1.80789 -5.12742 -0.30885 0.004 -0.054 -0.016 0.00
H 2.98038 -7.30283 -0.34489 -0.007 0.016 -0.002 0.00
H 5.25806 -7.49749 0.59877 -0.003 0.002 0.001 0.00
H 6.35244 -5.50541 1.58253 -0.001 0.013 -0.006 0.00
H 5.18638 -3.33651 1.59634 0.028 -0.019 0.009 0.00
H 4.11961 0.41883 1.46432 0.018 0.024 -0.004 0.00
H 6.19421 1.46336 0.62823 -0.017 -0.004 0.000 0.00
H 7.44688 0.42684 -1.24540 -0.006 0.008 0.031 0.00
H 6.62221 -1.67413 -2.25622 0.010 -0.012 -0.004 0.00
H 4.55625 -2.72099 -1.41272 0.054 0.013 -0.048 0.00
H -0.14946 1.27651 4.08550 0.012 0.040 0.036 0.00
H 0.43887 2.34828 6.24538 -0.012 -0.024 -0.028 0.00
H 0.90065 0.96908 8.22801 0.002 -0.017 0.007 0.00
H 0.74657 -1.50431 8.07617 -0.007 0.006 -0.001 0.00
H 0.12467 -2.56693 5.94074 0.014 -0.007 0.026 0.00
H -2.83305 -0.77993 4.98362 -0.062 -0.003 0.094 0.00
H -4.79757 -1.78774 6.10665 0.017 0.023 -0.015 0.00
H -5.34356 -4.17146 5.73046 -0.005 0.016 -0.003 0.00
H -3.95312 -5.52551 4.21087 0.032 0.005 -0.031 0.00
H -1.99297 -4.51570 3.09142 -0.040 -0.053 0.020 0.00
O -2.81948 1.33326 -0.25082 -1.530 0.920 0.420 0.00
S -2.90563 2.32719 0.82064 -0.804 0.656 0.008 0.00
O -4.24971 2.58474 1.29104 0.074 0.001 -0.026 0.00
O -1.94122 2.12525 1.88985 0.150 -0.130 -0.092 0.00
C -2.49574 3.85108 -0.07107 -0.155 -0.299 -0.132 0.00
C -2.86734 5.05280 0.51735 0.073 0.006 0.128 0.00
C -2.89369 6.21595 -0.22967 0.025 -0.019 0.015 0.00
C -2.59588 6.16147 -1.58617 0.033 0.072 -0.095 0.00
C -2.19751 4.96907 -2.16644 0.028 -0.039 0.161 0.00
C -2.09888 3.79852 -1.41022 0.162 -0.035 0.204 0.00
P -1.42425 2.22069 -2.12641 0.057 0.571 -1.063 0.00
C -2.76522 1.92339 -3.37715 -0.007 -0.079 -0.020 0.00
C -3.77905 1.02049 -3.04590 0.115 0.005 0.026 0.00
C -4.81194 0.75926 -3.93367 -0.047 0.003 -0.012 0.00
C -4.84328 1.37575 -5.17499 -0.038 -0.031 -0.009 0.00
C -3.83788 2.26632 -5.52009 0.013 0.062 -0.057 0.00
C -2.81212 2.54246 -4.62755 -0.041 -0.048 0.062 0.00
C -0.10997 2.88240 -3.26507 0.015 -0.135 0.060 0.00
C 0.63620 4.04643 -3.08502 -0.066 -0.081 0.031 0.00
C 1.74426 4.31888 -3.87918 0.076 0.010 -0.029 0.00
C 2.13503 3.43164 -4.86949 -0.021 0.090 0.014 0.00
C 1.41524 2.25696 -5.04968 -0.129 0.084 -0.157 0.00
C 0.32013 1.98350 -4.24966 -0.051 0.041 -0.005 0.00
H -3.16744 5.04078 1.55824 -0.061 0.049 -0.034 0.00
H -3.18281 7.15468 0.22686 -0.018 -0.010 0.015 0.00
H -2.67538 7.05429 -2.19584 0.014 -0.001 0.004 0.00
H -1.96643 4.93892 -3.22285 0.046 0.020 -0.027 0.00
H -3.75447 0.52434 -2.08708 -0.057 -0.032 0.024 0.00
H -5.59428 0.06642 -3.64880 0.032 -0.024 0.016 0.00
H -5.64020 1.15316 -5.87523 -0.007 0.027 0.011 0.00
H -3.84915 2.75188 -6.48957 0.005 -0.006 0.004 0.00
H -2.03226 3.23138 -4.92512 0.030 0.024 0.016 0.00
H 0.35662 4.75681 -2.31717 -0.013 0.033 0.004 0.00
H 2.30286 5.23471 -3.72162 0.000 -0.010 0.017 0.00
H 3.00245 3.64399 -5.48297 -0.009 -0.013 -0.013 0.00
H 1.72203 1.55031 -5.81239 -0.050 -0.006 0.032 0.00
H -0.22247 1.05117 -4.37323 0.042 -0.019 -0.054 0.00
N 1.11098 2.72081 -0.07908 -0.137 -0.080 -0.044 0.00
C 1.06532 2.66490 1.37894 0.510 -0.025 0.272 0.00
C 1.72771 3.85658 2.07357 -0.337 -0.096 -0.158 0.01
C 0.98298 5.16848 1.84166 0.227 -0.023 -0.058 0.01
C 1.74834 6.38884 2.35467 -0.328 -0.218 0.126 0.03
N 1.82616 6.49881 3.81782 0.166 0.080 -0.100 0.13
C 2.54703 5.52657 4.52272 0.005 0.004 0.186 0.50
N 1.89076 4.76193 5.50334 -0.113 0.165 -0.041 0.13
N 3.90780 5.29352 4.27536 -0.032 -0.101 0.098 0.13
C 1.69904 1.33047 1.86218 0.009 0.187 -0.023 0.00
O 2.60532 1.38892 2.71179 -0.027 -0.093 -0.056 0.00
O 1.20896 0.28109 1.34277 0.974 0.399 0.428 0.00
H 2.06056 2.88198 -0.39784 -0.014 0.117 -0.009 0.00
H 0.53547 3.47780 -0.42610 0.065 0.073 0.005 0.00
H 0.01600 2.62392 1.66474 -0.041 -0.008 0.006 0.00
H 2.76006 3.94257 1.71236 0.037 0.002 0.061 0.00
H 1.77773 3.62000 3.13623 0.086 0.042 -0.043 0.00
H -0.00210 5.11992 2.31961 -0.047 0.047 -0.047 0.00
H 0.80750 5.30992 0.76784 -0.045 -0.010 0.011 0.00
H 1.28188 7.30990 1.99688 0.059 0.013 -0.053 0.00
H 2.76791 6.35354 1.96102 0.011 0.093 -0.022 0.00
H 0.90113 6.58808 4.21505 0.015 0.115 0.080 0.00
H 1.06971 4.27673 5.14522 0.108 -0.159 -0.045 0.02
H 2.51876 4.08984 5.92104 -0.015 -0.025 0.054 0.01
H 4.28897 5.98110 3.64298 0.071 0.041 0.032 0.01
H 4.09380 4.35774 3.91075 -0.032 0.039 -0.174 0.03
C -5.66895 -4.17502 -3.56142 0.068 0.073 0.109 0.00
C -4.60111 -3.10257 -3.43311 -0.029 -0.172 -0.093 0.00
O -4.48586 -2.71491 -2.06929 0.030 0.126 0.077 0.00
P -3.11962 -2.94862 -1.23044 -0.448 -0.785 -0.096 0.00
S -3.48165 -2.32676 0.59772 0.358 0.133 -0.339 0.00
S -1.55342 -2.46022 -2.35002 0.013 0.209 0.265 0.00
O -3.16135 -4.60748 -1.21899 0.060 0.312 0.070 0.00
C -2.15974 -5.25150 -0.44404 0.099 -0.121 -0.024 0.00
C -2.42050 -6.74462 -0.44732 -0.049 0.129 0.003 0.00
H -5.79326 -4.46559 -4.60719 -0.007 -0.008 -0.009 0.00
H -6.62054 -3.79865 -3.18211 -0.021 -0.031 -0.024 0.00
H -5.38856 -5.04970 -2.97395 0.009 -0.009 -0.025 0.00
H -4.88210 -2.21594 -4.00668 0.070 0.021 0.008 0.00
H -3.63660 -3.45341 -3.80523 -0.020 0.020 -0.030 0.00
H -2.18463 -4.86360 0.57975 -0.037 0.020 -0.012 0.00
H -1.17042 -5.02754 -0.86110 -0.039 0.013 -0.031 0.00
H -3.39013 -6.95630 0.00651 0.000 -0.027 -0.021 0.00
H -1.64618 -7.25443 0.12959 0.001 -0.029 -0.012 0.00
H -2.41904 -7.13551 -1.46611 0.010 -0.009 0.004 0.00
F 5.79555 -0.52149 -5.35357 -0.167 0.070 -0.017 0.00
C 4.57977 0.02350 -5.60474 0.328 0.003 -0.247 0.00
F 4.12126 -0.58193 -6.72137 0.019 0.069 0.075 0.00
F 4.80590 1.31501 -5.92606 -0.040 -0.085 0.017 0.00
C 3.64849 -0.12386 -4.45180 -0.222 -0.124 0.480 0.00
C 3.61594 0.83268 -3.44709 0.278 -0.254 -0.243 0.00
C 2.77318 0.61187 -2.37269 -0.013 -0.038 0.250 0.00
N 1.98962 -0.45459 -2.26255 -0.158 0.122 -0.090 0.00
C 2.01149 -1.35490 -3.23972 -0.147 -0.024 0.102 0.00
C 2.83271 -1.24412 -4.35000 0.185 0.138 -0.208 0.00
H 4.23077 1.71922 -3.51071 -0.034 0.013 0.086 0.00
H 2.71534 1.31341 -1.55117 0.007 0.018 -0.032 0.00
H 1.32920 -2.19168 -3.12127 0.041 -0.021 -0.018 0.00
H 2.83416 -1.99746 -5.12590 -0.053 -0.032 0.040 0.00